1.
{
  "formula": "C15H13N3O",
  "method": "the ωB97M-V functional and the def2-TZVPD basis",
  "elements": ["C", "C", "N", "N", "C", "O", "C", "C", "C", "C", "C", "C", "N", "H", "H", "H", "H", "H", "C", "C", "C", "C", "C", "C", "H", "H", "H", "H", "H", "H", "H", "H"],
  "xyz": [[-0.54, -2.31, -1.60], [-0.21, -1.13, -0.82], [0.90, -1.31, -0.18], [1.12, -0.08, 0.68], [0.15, 1.00, 0.45], [-0.02, 1.92, 1.13], [-0.79, 0.16, -0.27], [-1.78, 0.83, -0.97], [-2.81, 0.53, -1.83], [-4.04, 1.39, -2.08], [-4.71, 0.51, -3.03], [-4.03, -0.55, -3.34], [-3.07, -0.40, -2.59], [-2.44, -1.48, -2.59], [-4.42, -1.22, -4.05], [-5.72, 1.04, -3.29], [-4.27, 2.42, -1.54], [-1.99, 1.77, -0.29], [2.24, -0.09, 1.42], [2.45, 1.02, 2.44], [3.67, 1.22, 3.14], [4.54, -0.02, 3.37], [4.29, -1.12, 2.43], [3.16, -1.19, 1.75], [3.18, -1.98, 0.74], [4.94, -1.82, 2.39], [5.31, 0.36, 3.92], [3.77, 1.92, 3.69], [1.77, 1.91, 2.47], [-0.54, -1.95, -2.63], [0.35, -3.12, -1.61], [-1.33, -2.62, -1.42]],
  "homo_lumo_gap_ha": 0.2410,
  "spin_multiplicity": 1,
  "energy_ha": -818.44865,
  "homo_energy_ev": -7.402
}

2.
{
  "formula": "C15H13N3O2S",
  "method": "the ωB97M-V functional and the def2-TZVPD basis",
  "elements": ["N", "C", "N", "C", "S", "N", "C", "C", "C", "C", "C", "C", "O", "C", "O", "C", "C", "C", "C", "C", "C", "H", "H", "H", "H", "H", "H", "H", "H", "H", "H", "H", "H", "H"],
  "xyz": [[-0.22, -3.60, -0.63], [-0.99, -2.61, -1.21], [-0.91, -1.35, -0.83], [-0.07, -0.80, 0.12], [1.49, -1.41, 0.44], [-0.64, 0.40, 0.58], [-0.13, 1.40, 1.43], [0.79, 1.09, 2.45], [1.32, 2.09, 3.25], [0.88, 3.42, 3.05], [-0.04, 3.72, 2.08], [-0.56, 2.74, 1.25], [-0.34, 5.07, 2.10], [0.37, 5.58, 3.20], [1.18, 4.53, 3.75], [-1.93, -2.97, -2.31], [-2.20, -4.36, -2.59], [-3.18, -4.74, -3.49], [-3.84, -3.74, -4.22], [-3.57, -2.41, -4.03], [-2.67, -2.04, -3.02], [-0.05, -4.45, -1.16], [0.56, -3.24, -0.10], [-1.40, 0.69, -0.02], [1.11, 0.05, 2.66], [2.07, 1.88, 4.01], [-1.31, 3.01, 0.47], [0.98, 6.39, 2.91], [-0.37, 5.93, 3.94], [-1.77, -5.16, -2.03], [-3.37, -5.79, -3.68], [-4.57, -4.03, -4.95], [-4.10, -1.61, -4.55], [-2.58, -0.96, -2.83]],
  "smiles": "N/C(=N\\C(=S)Nc1ccc2c(c1)OCO2)c1ccccc1",
  "homo_lumo_gap_ha": 0.2687,
  "spin_multiplicity": 1,
  "energy_ha": -1292.32319,
  "homo_energy_ev": -7.623
}

3.
{
  "formula": "C15H13N3PtS4Se2",
  "method": "the ωB97M-V functional and the def2-TZVPD basis",
  "elements": ["Pt", "Se", "Se", "C", "C", "C", "C", "C", "N", "C", "C", "C", "C", "C", "N", "H", "H", "H", "H", "H", "H", "H", "H", "S", "S", "S", "S", "C", "C", "C", "N", "C", "C", "H", "H", "H", "H", "H"],
  "xyz": [[-0.77, -0.51, 0.54], [1.27, -3.03, -0.77], [2.02, -1.44, 0.75], [2.49, 0.01, -0.45], [3.51, 0.85, -0.02], [3.80, 1.96, -0.80], [3.10, 2.15, -1.98], [2.14, 1.22, -2.34], [1.83, 0.17, -1.58], [-0.42, -3.45, 0.03], [-0.87, -4.75, -0.13], [-2.04, -5.13, 0.50], [-2.69, -4.23, 1.31], [-2.19, -2.94, 1.41], [-1.10, -2.55, 0.75], [4.04, 0.65, 0.90], [4.58, 2.65, -0.50], [3.31, 3.00, -2.62], [1.59, 1.31, -3.26], [-0.30, -5.44, -0.73], [-2.42, -6.14, 0.37], [-3.59, -4.49, 1.85], [-2.66, -2.18, 2.02], [-2.83, 0.39, 2.00], [-4.49, -0.21, 1.03], [-3.98, -1.21, -0.80], [-2.24, -0.60, -1.48], [0.10, 4.25, 0.37], [-0.76, 3.69, -0.54], [-0.97, 2.32, -0.52], [-0.35, 1.52, 0.34], [0.49, 2.07, 1.23], [0.74, 3.42, 1.28], [0.28, 5.32, 0.38], [-1.29, 4.29, -1.27], [-1.67, 1.83, -1.20], [0.96, 1.38, 1.92], [1.42, 3.81, 2.02]],
  "homo_lumo_gap_ha": 0.1839,
  "spin_multiplicity": 1,
  "energy_ha": -7258.59949,
  "homo_energy_ev": -5.755
}

4.
{
  "formula": "C15H13N5O8P2Pt",
  "method": "the ωB97M-V functional and the def2-TZVPD basis",
  "elements": ["Pt", "N", "C", "N", "C", "N", "N", "C", "C", "C", "C", "C", "C", "N", "C", "C", "C", "C", "C", "C", "H", "H", "H", "H", "H", "H", "H", "H", "H", "H", "H", "O", "P", "O", "O", "O", "P", "O", "O", "O", "H", "H", "O", "C"],
  "xyz": [[-1.40, 0.82, -0.35], [-0.53, -0.17, 3.94], [-1.09, 0.35, 2.87], [-0.62, 0.16, 1.67], [0.64, -0.41, 1.51], [1.19, -0.33, 0.32], [0.55, 0.14, -0.72], [1.37, 1.07, -1.36], [0.85, 2.35, -1.49], [1.42, 3.44, -2.14], [0.83, 4.68, -2.16], [-0.39, 4.80, -1.46], [-0.94, 3.72, -0.75], [-0.38, 2.52, -0.74], [1.34, -0.92, 2.64], [2.65, -1.46, 2.63], [3.22, -1.85, 3.83], [2.58, -1.64, 5.06], [1.28, -1.13, 5.06], [0.71, -0.77, 3.86], [-0.88, 0.04, 4.87], [-1.88, 1.02, 3.01], [2.24, 0.77, -1.98], [2.29, 3.21, -2.74], [1.22, 5.35, -2.89], [-0.91, 5.72, -1.50], [-1.89, 3.79, -0.14], [3.23, -1.68, 1.73], [4.23, -2.31, 3.89], [2.98, -2.07, 5.96], [0.66, -1.04, 5.94], [-1.79, -1.40, -5.51], [-1.24, -1.41, -4.05], [-0.83, -2.94, -3.78], [-0.29, -0.38, -3.66], [-2.61, -1.32, -3.17], [-2.70, -1.95, -1.71], [-3.88, -2.92, -1.74], [-2.73, -0.92, -0.64], [-1.39, -2.87, -1.51], [-2.43, -2.11, -5.75], [-4.72, -2.73, -2.17], [0.48, -3.92, -2.21], [-0.46, -3.29, -2.49]],
  "total_charge": 2,
  "homo_lumo_gap_ha": [0.2727, 0.2461],
  "spin_multiplicity": 5,
  "energy_ha": -2256.71310,
  "homo_energy_ev": [-13.335, -15.163]
}

5.
{
  "formula": "C15H13N6O6S",
  "method": "the ωB97M-V functional and the def2-TZVPD basis",
  "elements": ["N", "C", "C", "C", "C", "N", "O", "O", "N", "C", "C", "N", "O", "O", "C", "H", "H", "C", "C", "N", "C", "O", "C", "C", "O", "N", "C", "C", "C", "S", "H", "H", "H", "H", "H", "H", "H", "H", "H", "H", "H"],
  "xyz": [[3.07, 3.88, 1.83], [2.82, 2.74, 1.89], [2.47, 1.35, 1.97], [1.25, 0.96, 2.55], [0.95, -0.41, 2.61], [-0.22, -1.04, 3.02], [-1.26, -0.66, 3.53], [0.00, -2.42, 2.75], [1.22, -2.63, 2.17], [1.80, -1.40, 2.11], [3.05, -1.00, 1.50], [3.97, -1.92, 0.89], [3.73, -3.14, 0.82], [5.03, -1.42, 0.43], [3.35, 0.37, 1.46], [0.52, 1.67, 2.93], [4.28, 0.68, 0.98], [0.08, -0.48, -4.00], [0.37, -1.05, -2.65], [-0.27, -0.29, -1.54], [0.45, 0.83, -1.05], [1.66, 0.95, -1.33], [-0.26, 1.72, -0.23], [-1.55, 1.43, 0.23], [-2.20, 2.14, 1.01], [-2.13, 0.20, -0.23], [-3.57, 0.01, 0.10], [-4.52, 0.76, -0.78], [-1.59, -0.58, -1.23], [-2.47, -1.73, -2.07], [0.67, -1.05, -4.73], [-0.98, -0.57, -4.26], [0.40, 0.57, -4.05], [-0.04, -2.06, -2.56], [1.44, -1.03, -2.44], [0.25, 2.58, 0.17], [-3.72, -1.07, -0.01], [-3.68, 0.32, 1.14], [-5.53, 0.59, -0.37], [-4.32, 1.83, -0.75], [-4.51, 0.39, -1.81]],
  "total_charge": -1,
  "homo_lumo_gap_ha": 0.1789,
  "spin_multiplicity": 1,
  "energy_ha": -1757.43275,
  "homo_energy_ev": -4.719
}

6.
{
  "formula": "C15H14AsF5LiO9PS",
  "method": "the ωB97M-V functional and the def2-TZVPD basis",
  "elements": ["Li", "O", "As", "O", "O", "C", "C", "C", "C", "C", "C", "S", "O", "O", "O", "H", "H", "H", "H", "H", "C", "O", "P", "O", "C", "O", "C", "H", "H", "H", "H", "H", "H", "H", "H", "H", "F", "C", "C", "C", "F", "C", "F", "C", "F", "C", "F"],
  "xyz": [[-0.14, 0.56, 0.09], [-1.09, 2.63, 2.24], [0.14, 1.48, 2.73], [-0.12, 1.18, 4.31], [0.09, 0.15, 1.79], [1.83, 2.47, 2.62], [2.57, 2.55, 3.79], [3.81, 3.17, 3.80], [4.33, 3.70, 2.63], [3.58, 3.62, 1.46], [2.34, 3.01, 1.46], [1.56, 2.89, -0.16], [1.47, 4.27, -0.61], [2.51, 2.11, -0.95], [0.26, 2.24, -0.05], [-0.97, 2.67, 1.28], [2.15, 2.12, 4.69], [4.39, 3.22, 4.71], [5.30, 4.17, 2.63], [3.96, 4.01, 0.53], [4.91, 0.82, -0.10], [3.95, -0.19, -0.01], [2.41, 0.10, 0.68], [1.51, -0.52, -0.53], [1.80, -0.36, -1.90], [2.45, -1.35, 1.46], [2.60, -1.36, 2.85], [5.80, 0.37, -0.56], [5.19, 1.21, 0.89], [4.55, 1.65, -0.70], [1.58, -1.32, -2.38], [2.84, -0.10, -2.05], [1.17, 0.42, -2.32], [2.56, -2.41, 3.16], [1.80, -0.80, 3.34], [3.57, -0.95, 3.17], [-2.59, 2.34, -0.99], [-3.05, 1.12, -0.60], [-2.19, 0.03, -0.61], [-2.83, -1.15, -0.26], [-2.13, -2.31, -0.31], [-4.18, -1.27, 0.07], [-4.75, -2.47, 0.37], [-4.98, -0.13, 0.08], [-6.30, -0.22, 0.40], [-4.40, 1.08, -0.27], [-5.20, 2.18, -0.31]],
  "total_charge": -2,
  "homo_lumo_gap_ha": 0.2754,
  "spin_multiplicity": 1,
  "energy_ha": -4739.46919,
  "homo_energy_ev": -2.814
}